# 1
The following is a quantum chemistry calculation of 3 unconnected molecules or ions with the total composition C4HF8NO2, from the OMol25 dataset.

```
16
Properties=species:S:1:pos:R:3:forces:R:3
C -2.975 -0.219 0.525 1.86 0.81 -0.81
C -2.241 1.404 -3.333 -0.33 -0.57 -0.39
C 1.376 -0.680 -0.484 -1.26 0.57 4.06
C 1.610 -0.119 2.078 1.03 1.26 1.27
N 1.021 -0.025 0.837 -0.64 0.75 -2.36
O -1.898 0.146 0.269 -0.28 -0.14 0.23
O -4.048 -0.551 0.715 -1.67 -0.64 0.55
F -1.208 1.690 -2.611 0.13 -0.31 -0.08
F -2.074 0.154 -3.741 0.19 0.89 0.47
F 0.865 0.134 -1.347 -1.20 0.54 -1.79
F 0.853 -1.911 -0.559 0.09 0.49 -0.19
F 2.642 -0.747 -0.701 2.03 -0.52 -0.12
F 0.740 -0.351 3.085 0.02 -0.21 -0.46
F 2.591 -1.032 2.197 -0.63 0.60 -0.52
F 2.122 1.157 2.407 -0.12 -1.46 -0.26
H 0.622 0.949 0.662 0.76 -2.07 0.40
```
Positions in Å, forces in eV/Å.

Its frontier orbital gap is 11.33 eV. The calculation puts the lowest unoccupied orbital energy at -0.1600 eV. The value obtained for the energy above the lowest of the compared OMol25 structures with the same formula, charge and spin is 1.531 eV.

Here are the natural (NBO) charges for atoms 1 to 2, given in e: C 1.03; C 0.65



# 2
The following is a quantum chemistry calculation of 7 unconnected molecules or ions with the total composition C15H36F3O9S, from the OMol25 dataset.

```
64
Properties=species:S:1:pos:R:3:forces:R:3
O 27.269 12.980 -9.655 0.06 2.23 0.97
H 26.360 13.251 -9.510 -1.23 0.19 0.85
H 27.328 12.884 -10.609 0.34 -1.70 -3.07
H 27.432 12.186 -9.142 0.23 -1.42 0.71
O 24.394 11.692 -11.709 -2.44 0.52 -0.92
H 25.220 11.756 -12.192 3.47 0.12 -0.87
H 24.313 10.870 -11.221 0.26 -1.42 1.62
H 24.340 12.450 -11.121 -0.16 0.54 1.06
C 28.931 12.596 -13.670 -0.28 -0.21 -0.12
C 27.469 12.842 -13.256 -1.05 -1.65 0.59
C 26.527 12.570 -14.435 0.92 0.96 -0.04
O 26.987 12.047 -12.177 0.08 0.98 0.59
H 29.229 13.292 -14.454 0.04 0.36 0.13
H 29.066 11.623 -14.142 -0.22 -0.30 0.23
H 29.633 12.654 -12.838 -0.10 0.15 0.08
H 27.362 13.887 -12.964 0.13 0.59 -0.21
H 26.670 11.574 -14.853 0.04 0.02 0.07
H 26.806 13.338 -15.156 -0.44 -0.14 -0.67
H 25.487 12.705 -14.137 -0.02 0.07 -0.08
C 23.708 16.000 -9.359 -1.68 -0.47 0.62
C 24.463 15.078 -10.321 -0.29 0.18 -0.07
C 25.776 15.744 -10.600 0.56 -0.10 -0.28
O 24.567 13.794 -9.816 0.39 0.36 -0.20
H 22.706 15.592 -9.233 -0.03 -0.16 0.33
H 23.499 16.986 -9.774 0.63 -0.04 -0.30
H 24.162 16.090 -8.372 0.21 -0.10 -0.23
H 23.891 15.018 -11.247 -0.33 0.07 -0.18
H 25.488 16.646 -11.139 0.43 0.11 -0.05
H 26.395 15.113 -11.237 0.18 0.17 -0.06
H 26.296 16.000 -9.676 0.04 0.03 -0.17
C 25.347 8.324 -7.644 -0.96 1.44 -1.47
F 24.160 7.678 -7.963 2.38 0.39 0.69
F 25.463 8.422 -6.314 0.31 -0.82 -1.04
F 26.434 7.763 -8.254 -1.59 -0.05 1.33
S 25.165 10.092 -8.353 -1.80 2.42 -1.77
O 24.236 10.799 -7.472 1.16 -1.23 -0.03
O 26.487 10.723 -8.480 -0.29 -1.24 0.70
O 24.547 9.934 -9.706 0.75 -0.71 1.05
C 31.052 10.501 -8.201 0.57 -1.16 0.79
C 31.529 11.891 -7.938 0.71 0.36 -0.67
C 30.256 12.599 -7.557 0.33 0.34 0.37
O 29.230 12.007 -8.328 0.38 -0.82 -0.18
C 29.714 10.721 -8.826 -0.60 0.26 -0.82
H 30.901 9.887 -7.313 0.28 0.14 0.31
H 31.829 10.025 -8.800 -0.51 -0.43 -0.29
H 31.899 12.196 -8.917 -0.13 0.67 -0.13
H 32.408 11.975 -7.299 -0.39 0.04 0.47
H 30.274 13.671 -7.753 -0.08 0.04 0.09
H 30.072 12.399 -6.502 -0.17 0.25 0.32
H 29.808 10.816 -9.907 -0.20 -0.05 -0.16
H 28.977 9.954 -8.591 0.00 0.12 -0.03
C 27.547 14.842 -5.895 -0.03 0.61 -0.96
C 27.047 13.739 -5.028 -0.74 0.17 0.92
C 26.564 12.735 -6.022 1.00 0.34 -1.19
O 25.994 13.514 -7.145 -0.06 -1.26 0.67
C 26.597 14.773 -7.142 0.41 0.91 1.80
H 28.585 14.600 -6.126 0.04 0.26 -0.41
H 27.512 15.831 -5.436 0.09 -0.02 0.00
H 26.201 14.038 -4.408 0.12 0.20 0.28
H 27.870 13.367 -4.418 -0.29 -0.24 0.22
H 25.894 11.995 -5.584 -0.13 0.05 -0.77
H 27.482 12.349 -6.464 -0.22 -1.08 0.08
H 25.786 15.472 -6.940 0.03 0.52 -0.35
H 27.138 15.053 -8.046 -0.10 -0.34 -0.21
```
Positions in Å, forces in eV/Å.

As for the spin multiplicity: 2. Its frontier orbital gap (alpha / beta) is 8.84 / 5.04 eV. The calculation puts the lowest unoccupied orbital energy (alpha / beta) at 0.4649 / -3.2813 eV. As for the expectation value of S²: 0.754.

Here are the natural (NBO) charges for atoms 1 to 2, given in e: O -0.81; H 0.54



# 3
The following is a quantum chemistry calculation of a molecular structure, CH27HfO16, from the OMol25 dataset.

```
45
Properties=species:S:1:pos:R:3:forces:R:3
Hf 0.720 2.234 1.363 -2.32 -1.91 -2.37
C 0.089 0.258 -0.250 -2.21 -4.95 -2.31
O -0.596 1.155 0.156 -7.19 5.76 0.91
O -0.354 -0.812 -0.892 3.23 1.69 1.18
O 1.205 0.449 0.196 7.24 -1.78 1.20
H -1.239 -0.758 -1.297 -1.61 0.29 -0.22
O 2.225 2.726 -0.072 0.81 1.76 0.94
H 2.827 3.495 -0.003 -0.27 0.07 -0.39
H 2.697 2.082 -0.642 0.57 -1.56 -1.15
O -2.498 -3.407 -1.522 -1.01 0.61 -1.08
H -1.668 -3.358 -1.090 1.63 -0.32 0.43
H -3.089 -3.492 -0.787 -0.94 -0.37 0.46
O -3.042 -0.469 -1.137 0.10 -0.76 0.10
H -3.167 0.389 -1.500 0.01 1.62 -0.37
H -3.760 -0.930 -1.597 0.29 -0.77 0.15
O 1.096 -1.661 2.303 -0.53 0.52 0.90
H 1.953 -1.643 1.898 0.81 -0.15 -0.86
H 1.324 -1.906 3.212 -0.34 -0.52 0.13
O -0.232 -3.678 0.031 -0.31 -0.68 -0.11
H 0.365 -2.962 -0.109 0.69 0.72 -0.09
H -0.698 -3.474 0.840 -0.09 -0.15 0.44
O -1.152 3.097 2.269 0.48 -0.63 0.38
H -1.943 2.618 2.584 0.00 -0.35 -0.38
H -1.173 3.904 2.777 -0.13 1.11 0.36
O -2.748 -1.009 1.722 -0.51 1.34 0.65
H -2.089 -1.624 1.978 0.71 -1.13 0.15
H -2.748 -0.914 0.773 -0.16 -0.13 -0.80
O -1.245 -0.133 -4.065 -1.06 0.22 0.66
H -1.488 -1.069 -4.060 0.17 -0.01 -0.19
H -0.303 -0.127 -3.996 0.89 -0.20 -0.37
O -0.247 3.701 -0.148 1.08 -0.71 -1.50
H -0.001 3.356 -1.059 -0.69 0.00 1.10
H -0.140 4.634 -0.350 -0.25 1.03 0.52
O 3.409 0.823 -1.620 1.49 2.07 1.14
H 2.863 0.087 -1.607 -2.58 -2.17 -0.78
H 4.070 0.410 -1.053 1.19 0.51 -0.13
O 0.037 0.678 2.647 0.02 1.14 0.64
H 0.357 -0.220 2.426 0.63 -1.64 -0.42
H -0.200 0.628 3.577 -0.46 0.23 0.48
O 0.415 -2.479 -3.455 -0.08 0.72 -0.08
H 0.497 -3.300 -2.990 -0.13 -1.22 0.07
H 0.856 -1.879 -2.856 0.21 0.33 0.03
O 2.563 1.550 2.306 1.76 0.89 -0.08
H 2.827 1.157 3.148 -0.37 -0.25 0.52
H 3.435 1.859 1.947 -0.75 -0.28 0.13
```
Positions in Å, forces in eV/Å.

As for the total charge: +3. Its frontier orbital gap is 5.50 eV. The calculation puts the lowest unoccupied orbital energy at -12.2537 eV. The value obtained for the energy above the lowest of the compared OMol25 structures with the same formula, charge and spin is 0.000 eV.

Here are the natural (NBO) charges for atoms 1 to 2, given in e: Hf 2.64; C 1.04



Number 2 is which compound?
C15H36F3O9S